Record 1
C4H14NO2 | ωB97M-V with the def2-TZVPD basis set

Total energy = -9954.046 eV
HOMO-LUMO gap = 12.30 eV
HOMO energy = -15.165 eV
Molar mass = 108.16 g mol⁻¹
Energy above the lowest of the compared OMol25 structures with the same formula, charge and spin = 16.5 kcal/mol
Lowest unoccupied orbital energy = -2.87 eV
Charge = +1

Element x y z (Å)
C (0.617, -0.272, -1.180)
N (-0.689, -0.475, -0.454)
C (-0.266, -0.997, 0.868)
C (0.982, -1.878, 0.563)
C (1.364, -1.597, -0.934)
H (1.177, 0.458, -0.597)
H (0.375, 0.020, -2.192)
H (-1.240, 0.387, -0.407)
H (-1.156, -1.254, -0.923)
H (-0.027, -0.300, 1.669)
H (-1.049, -1.606, 1.318)
H (0.702, -2.906, 0.769)
H (1.814, -1.562, 1.185)
H (2.433, -1.479, -1.016)
H (0.913, -2.380, -1.540)
H (1.102, 3.920, 0.189)
H (0.465, 3.202, 1.351)
O (0.622, 3.111, 0.420)
H (-3.405, 1.846, 0.676)
H (-2.166, 2.248, -0.113)
O (-2.567, 1.512, 0.347)

Want to see where the charge sits? The Löwdin charges in e are: -0.1020 0.0671 -0.1238 -0.1274 -0.1222 0.1273 0.1356 0.1194 0.1890 0.1338 0.1302 0.1133 0.1146 0.1185 0.1154 0.0552 0.0289 -0.0526 0.0712 0.0454 -0.0368

Record 2
C3H3F6OP | ωB97M-V with the def2-TZVPD basis set

Total energy = -30801.229 eV
HOMO-LUMO gap = 11.76 eV
HOMO energy = -11.253 eV
Molar mass = 200.02 g mol⁻¹
Energy above the lowest of the compared OMol25 structures with the same formula, charge and spin = 0.0 kcal/mol
Lowest unoccupied orbital energy = 0.51 eV

Element x y z (Å)
C (-1.813, 0.193, -0.071)
C (0.888, 1.288, 0.002)
C (0.755, -1.459, 0.327)
O (0.232, -0.436, -2.073)
F (1.024, 1.260, 1.333)
F (2.115, 1.304, -0.480)
F (0.268, 2.432, -0.184)
F (2.100, -1.240, 0.279)
F (0.533, -1.452, 1.668)
F (0.469, -2.633, -0.182)
P (-0.131, -0.111, -0.665)
H (-2.445, 0.094, -0.968)
H (-2.292, -0.439, 0.636)
H (-1.702, 1.199, 0.378)

Want to see where the charge sits? The Löwdin charges in e are: -0.1159 -0.7297 -0.6517 -0.2881 0.1221 0.1579 0.1325 0.1011 0.0922 0.1524 0.8334 0.0755 0.0524 0.0657

Record 3
CH2NO3PS | ωB97M-V with the def2-TZVPD basis set

Total energy = -28827.634 eV
HOMO-LUMO gap = 5.78 eV
HOMO energy = 0.156 eV
Molar mass = 139.07 g mol⁻¹
Energy above the lowest of the compared OMol25 structures with the same formula, charge and spin = 49.3 kcal/mol
Lowest unoccupied orbital energy = 5.94 eV
Charge = -2

Element x y z (Å)
C (1.078, -0.874, 0.048)
N (-0.134, -0.338, 0.083)
O (3.221, 0.238, -1.256)
O (3.183, 0.192, 1.277)
O (1.592, 1.783, -0.066)
P (2.448, 0.502, 0.002)
S (1.213, -2.555, -0.015)
H (0.116, 0.727, -0.068)
H (-0.727, -1.018, -0.338)

Want to see where the charge sits? The Löwdin charges in e are: -0.9299 -0.0437 -0.4631 -0.4700 -0.4875 -0.0107 0.3035 0.0849 0.0166

Record 4
C16H31As2N4S2Zr | ωB97M-V with the def2-TZVPD basis set

Total energy = -167659.225 eV
HOMO-LUMO gap = 6.59 eV
HOMO energy = -17.183 eV
Molar mass = 584.65 g mol⁻¹
Lowest unoccupied orbital energy = -10.60 eV
Charge = +3

Element x y z (Å)
Zr (-0.675, 0.798, 0.200)
N (-4.311, 0.655, 2.850)
C (-3.301, 0.935, 2.052)
S (-1.744, 0.171, 2.377)
N (-3.494, 1.775, 1.062)
N (-2.441, 2.013, 0.272)
C (-2.530, 2.939, -0.631)
C (-1.387, 3.157, -1.500)
C (-1.406, 4.090, -2.522)
C (-0.277, 4.246, -3.316)
C (0.839, 3.451, -3.080)
C (0.784, 2.518, -2.063)
N (-0.296, 2.371, -1.276)
H (-4.204, 0.055, 3.651)
H (-5.202, 1.113, 2.714)
H (-3.436, 3.528, -0.726)
H (-2.294, 4.687, -2.688)
H (-0.267, 4.977, -4.113)
H (1.731, 3.550, -3.682)
H (1.620, 1.860, -1.867)
C (4.490, 0.983, 0.375)
C (3.744, -0.251, 0.862)
As (1.771, 0.024, 0.890)
C (1.593, 1.305, 2.401)
C (1.006, 2.634, 1.904)
C (1.176, -1.696, 1.697)
C (1.996, -2.142, 2.905)
H (5.563, 0.797, 0.418)
H (4.288, 1.851, 1.003)
H (4.239, 1.221, -0.659)
H (3.982, -0.491, 1.896)
H (3.941, -1.120, 0.235)
H (2.577, 1.479, 2.835)
H (0.962, 0.868, 3.174)
H (1.553, 3.013, 1.038)
H (1.070, 3.393, 2.683)
H (-0.074, 2.551, 1.650)
H (1.222, -2.435, 0.895)
H (0.129, -1.585, 1.975)
H (2.997, -2.456, 2.617)
H (1.505, -2.990, 3.383)
H (2.078, -1.351, 3.652)
C (0.148, -3.674, -2.789)
As (-1.372, -3.281, -1.672)
C (-1.344, -4.432, -0.125)
C (-2.993, -3.603, -2.653)
S (-1.317, -1.163, -1.212)
H (0.038, -4.702, -3.139)
H (1.074, -3.580, -2.228)
H (0.158, -3.003, -3.646)
H (-1.537, -5.438, -0.505)
H (-2.128, -4.161, 0.578)
H (-0.372, -4.419, 0.363)
H (-2.960, -4.638, -2.998)
H (-3.053, -2.936, -3.510)
H (-3.859, -3.462, -2.008)

Want to see where the charge sits? The Löwdin charges in e are: 1.0598 0.1586 -0.7669 0.6637 0.0168 -0.2197 0.0053 -0.2355 0.0512 0.0395 0.0164 -0.0834 -0.0865 0.1224 0.1455 0.1621 0.1449 0.1444 0.1368 0.1080 -0.1421 -0.3578 1.1249 -0.4055 -0.1770 -0.4390 -0.1249 0.0965 0.0723 0.0694 0.0780 0.0852 0.0900 0.0524 0.0741 0.1092 0.0135 0.0526 -0.0133 0.0789 0.0924 0.0804 -0.2139 0.8355 -0.2024 -0.2101 0.1703 0.0673 0.0490 0.0565 0.0671 0.0584 0.0411 0.0681 0.0587 0.0609

Record 5
C39H42FIrN5O7SSiTe | ωB97M-V with the def2-TZVPD basis set

Multiplicity = 2
⟨S²⟩ = 0.7567
Total energy = -94457.056 eV
HOMO-LUMO gap (alpha / beta) = 6.70 / 6.43 eV
HOMO energy (alpha / beta) = -11.597 / -12.284 eV
Molar mass = 1091.76 g mol⁻¹
Energy above the lowest of the compared OMol25 structures with the same formula, charge and spin = 17.9 kcal/mol
Lowest unoccupied orbital energy (alpha / beta) = -4.89 / -5.85 eV
Charge = +2

Element x y z (Å)
Ir (-0.984, -0.499, -0.675)
C (-2.250, -6.035, -1.301)
Si (-0.832, -5.700, -2.459)
C (-0.964, -6.692, -4.030)
C (0.812, -6.012, -1.627)
C (-0.914, -3.860, -2.954)
C (-1.166, -3.474, -4.273)
C (-1.335, -2.144, -4.638)
C (-1.268, -1.173, -3.661)
N (-1.023, -1.519, -2.401)
C (-0.832, -2.806, -2.050)
S (-0.551, -2.779, -0.300)
H (-2.233, -7.074, -0.964)
H (-3.206, -5.860, -1.796)
H (-2.209, -5.396, -0.417)
H (-0.880, -7.756, -3.797)
H (-0.170, -6.451, -4.740)
H (-1.926, -6.547, -4.525)
H (0.982, -7.086, -1.527)
H (0.825, -5.583, -0.626)
H (1.643, -5.597, -2.204)
H (-1.248, -4.235, -5.039)
H (-1.534, -1.866, -5.662)
H (-1.410, -0.119, -3.858)
C (-5.912, 4.921, 1.090)
C (-5.943, 4.312, -0.302)
N (-4.705, 3.579, -0.621)
C (-4.681, 2.253, -0.438)
C (-3.599, 1.432, -0.640)
C (-3.888, -0.049, -0.385)
O (-5.007, -0.329, -0.011)
O (-2.951, -0.922, -0.561)
C (-2.405, 2.025, -1.103)
O (-1.313, 1.423, -1.339)
C (-2.411, 3.468, -1.292)
C (-1.239, 4.117, -1.699)
C (-1.222, 5.470, -1.852)
F (-0.090, 6.054, -2.286)
C (-2.350, 6.271, -1.586)
C (-3.506, 5.627, -1.180)
C (-3.556, 4.232, -1.038)
N (-2.330, 7.674, -1.697)
C (-3.369, 8.358, -2.449)
C (-3.848, 9.560, -1.629)
N (-2.691, 10.034, -0.779)
C (-1.392, 9.909, -1.522)
C (-1.074, 8.418, -1.702)
H (-6.842, 5.457, 1.280)
H (-5.081, 5.615, 1.214)
H (-5.814, 4.141, 1.845)
H (-6.109, 5.059, -1.079)
H (-6.756, 3.595, -0.386)
H (-5.598, 1.785, -0.099)
H (-0.350, 3.539, -1.910)
H (-4.370, 6.224, -0.927)
H (-4.206, 7.695, -2.646)
H (-2.989, 8.685, -3.424)
H (-4.655, 9.302, -0.947)
H (-4.161, 10.393, -2.256)
H (-2.643, 9.450, 0.057)
H (-2.845, 10.995, -0.473)
H (-0.615, 10.421, -0.960)
H (-1.533, 10.425, -2.469)
H (-0.449, 8.066, -0.882)
H (-0.503, 8.309, -2.627)
O (-1.072, 0.401, 1.187)
C (-0.285, 1.310, 1.484)
C (0.846, 1.784, 0.742)
C (1.405, 2.990, 1.198)
C (2.506, 3.512, 0.582)
C (3.152, 2.822, -0.453)
C (2.639, 1.635, -0.900)
C (1.439, 1.100, -0.368)
O (0.990, -0.001, -0.881)
N (3.012, 4.820, 1.010)
O (4.027, 5.226, 0.485)
O (2.398, 5.402, 1.885)
H (-0.492, 1.832, 2.425)
H (0.960, 3.521, 2.029)
H (4.043, 3.248, -0.891)
H (3.110, 1.096, -1.711)
C (2.800, -4.308, 1.028)
Te (2.470, -2.603, -0.210)
C (2.179, -1.597, 1.641)
C (2.898, -2.432, 2.671)
C (3.253, -1.903, 3.907)
C (3.907, -2.691, 4.839)
C (4.214, -4.011, 4.539)
C (3.869, -4.541, 3.306)
C (3.210, -3.754, 2.369)
H (3.558, -4.945, 0.575)
H (1.868, -4.868, 1.087)
H (1.103, -1.533, 1.817)
H (2.587, -0.592, 1.567)
H (3.023, -0.869, 4.137)
H (4.188, -2.274, 5.797)
H (4.732, -4.626, 5.262)
H (4.117, -5.568, 3.068)

Want to see where the charge sits? The Löwdin charges in e are: 1.2576 -0.1613 0.5238 -0.1754 -0.1692 -0.1960 -0.0398 -0.0234 -0.0707 -0.1510 -0.6340 0.6574 0.0436 0.0443 0.0200 0.0437 0.0421 0.0420 0.0471 -0.0111 0.0411 0.1051 0.1174 0.1267 -0.0534 -0.1687 -0.0113 0.0574 -0.0065 -0.5635 0.0846 -0.1719 -0.2620 -0.1274 -0.0414 0.0991 -0.1819 0.0793 -0.1311 0.0632 -0.1103 -0.0930 -0.1210 -0.0642 0.0627 -0.0697 -0.1243 0.0881 0.0688 0.0894 0.1197 0.1307 0.1552 0.1436 0.1084 0.1322 0.1401 0.1361 0.1407 0.1853 0.1888 0.1435 0.1399 0.1402 0.1355 -0.0980 -0.1418 -0.1290 0.0531 -0.1442 0.0349 0.0248 -0.3556 -0.2855 -0.3584 0.0940 0.0693 0.1510 0.1328 0.1305 0.1291 -0.3856 1.5000 -0.3827 -0.2858 -0.0320 -0.0621 -0.0592 -0.0257 -0.2892 0.0710 0.0543 0.0546 0.0615 0.1173 0.1114 0.1129 0.1219

Record 6
C11H13NP | ωB97M-V with the def2-TZVPD basis set

Total energy = -22387.453 eV
HOMO-LUMO gap = 7.85 eV
HOMO energy = -12.166 eV
Molar mass = 190.21 g mol⁻¹
Energy above the lowest of the compared OMol25 structures with the same formula, charge and spin = 11.2 kcal/mol
Lowest unoccupied orbital energy = -4.32 eV
Charge = +1

Element x y z (Å)
C (3.115, 1.354, -1.396)
C (-2.520, -1.234, -0.800)
C (2.926, 1.539, -0.070)
C (-3.140, -1.167, 0.421)
C (2.202, 0.347, -2.047)
C (-1.125, -0.897, -0.883)
C (1.973, 0.695, 0.665)
C (-2.352, -0.916, 1.639)
C (-1.307, 0.104, 1.469)
C (-0.368, -0.467, 0.377)
C (0.707, 0.559, -0.139)
N (1.091, 0.139, -1.456)
P (-0.310, -1.067, -2.310)
H (3.640, 2.007, -1.981)
H (-3.112, -1.454, -1.706)
H (3.475, 2.203, 0.589)
H (-4.246, -1.358, 0.452)
H (2.379, 0.018, -3.060)
H (2.699, -0.261, 0.624)
H (1.653, 0.873, 1.710)
H (-3.043, -0.716, 2.476)
H (-2.035, -1.863, 1.941)
H (-1.642, 1.027, 0.904)
H (-0.846, 0.441, 2.356)
H (0.147, -1.361, 0.570)
H (0.037, 1.455, -0.345)

Want to see where the charge sits? The Löwdin charges in e are: -0.0054 -0.1315 -0.0561 -0.0243 -0.0495 -0.5335 -0.1246 -0.2056 -0.1195 -0.2527 -0.2904 -0.1478 1.1591 0.0815 0.1153 0.1278 0.1416 0.1296 0.1978 0.1396 0.1378 0.1168 0.1535 0.1113 0.1372 0.1920

Number 2 is which compound? C3H3F6OP

Copy entry 3 word for word.
CH2NO3PS | ωB97M-V with the def2-TZVPD basis set

Total energy = -28827.634 eV
HOMO-LUMO gap = 5.78 eV
HOMO energy = 0.156 eV
Molar mass = 139.07 g mol⁻¹
Energy above the lowest of the compared OMol25 structures with the same formula, charge and spin = 49.3 kcal/mol
Lowest unoccupied orbital energy = 5.94 eV
Charge = -2

Element x y z (Å)
C (1.078, -0.874, 0.048)
N (-0.134, -0.338, 0.083)
O (3.221, 0.238, -1.256)
O (3.183, 0.192, 1.277)
O (1.592, 1.783, -0.066)
P (2.448, 0.502, 0.002)
S (1.213, -2.555, -0.015)
H (0.116, 0.727, -0.068)
H (-0.727, -1.018, -0.338)

Want to see where the charge sits? The Löwdin charges in e are: -0.9299 -0.0437 -0.4631 -0.4700 -0.4875 -0.0107 0.3035 0.0849 0.0166

Which of these has the lowest molar mass? C4H14NO2